The molecule C3H5NO3, computed with the ωB97M-V functional and the def2-TZVPD basis.

Each atom is followed by the atoms it is bonded to, with distances in Å.
Geometry (Å):
1 C -1.5855 -0.0647 -0.1870  C2 1.400, O10 1.422, O11 1.182
2 C -0.4668 -0.8228 0.1797  C1 1.400, H5 1.004, H6 1.189, N9 1.550
3 C 1.9050 -0.0631 -0.3377  H8 1.066, N9 1.468, O12 1.293
4 H -0.1493 1.4455 0.3786  O10 1.139
5 H -0.2441 -1.4519 -0.5708  C2 1.004
6 H -0.6898 -1.3985 1.1963  C2 1.189
7 H 0.9640 0.1212 1.5300  N9 0.978
8 H 1.4674 -0.5000 -1.2059  C3 1.066
9 N 0.7608 0.0363 0.5770  C2 1.550, C3 1.468, H7 0.978
10 O -1.1926 1.2956 -0.0543  C1 1.422, H4 1.139
11 O -2.7151 -0.4122 -0.1938  C1 1.182
12 O 3.1839 0.0208 -0.1641  C3 1.293

Properties
largest force on an atom	0.1371	Eh/bohr
HOMO	-10.7382	eV
LUMO energy	0.296	eV
HOMO-LUMO gap	0.406	Ha
energy above the lowest of the compared OMol25 structures with the same formula, charge and spin	78.4	kcal per mole
spin multiplicity	1